Below is a structure of composition C8H11NPSTi at a distorted geometry, with properties calculated with ωB97M-V/def2-TZVPD.

Cartesian coordinates (Å):
Ti -0.367 -0.862 -0.393
S 2.911 2.273 -1.405
P 0.879 -1.355 1.608
N 1.111 0.808 -0.263
C -1.975 -0.172 0.641
C 1.599 1.703 0.724
C -2.058 -1.774 -1.150
C -1.664 0.617 -0.838
C -2.404 -1.468 0.257
C 2.552 2.587 0.274
C -1.903 -0.472 -1.786
C 1.705 1.066 -1.452
H 3.047 3.373 0.841
H 2.232 -1.716 1.900
H -2.627 -2.268 0.958
H 1.252 1.640 1.751
H -1.557 -0.425 -2.914
H -1.817 -2.815 -1.668
H 1.401 0.545 -2.339
H 0.288 -2.508 2.156
H 0.982 -0.569 2.704
H -2.096 0.171 1.662
H -1.489 1.622 -1.270

Forces on atoms 1 to 3 (eV/Å):
5.302 1.332 1.406
1.049 0.973 -0.476
0.473 -1.558 -1.041

⟨S²⟩	2.024
highest occupied orbital energy (alpha / beta)	-0.5 / -1.7	eV
calculated total energy	-53197.5259	eV
multiplicity	3
net charge	-1

Löwdin population analysis, charges in e, atoms 1 to 8: 0.339 0.790 0.653 -0.258 -0.250 -0.290 -0.306 -0.192


Below is a cluster of 2 separate species, C8H11NS in total at a distorted geometry, with properties calculated with ωB97M-V/def2-TZVPD.

Cartesian coordinates (Å):
S -0.413 1.091 2.329
N 2.045 2.712 0.315
C -0.533 1.452 -1.711
C -1.063 1.094 -0.353
C -0.066 1.345 0.747
C -0.470 2.695 -2.152
C 0.524 -2.397 1.999
C 1.253 -0.847 0.201
C 0.544 -1.891 0.600
C 1.106 2.066 0.457
H 1.940 -0.350 0.869
H -0.081 -2.422 -0.106
H 1.300 -0.536 -0.829
H -1.943 1.706 -0.127
H -0.498 -2.576 2.329
H -0.822 3.525 -1.562
H -0.171 0.637 -2.322
H -1.383 0.051 -0.310
H -0.063 2.936 -3.118
H 1.061 -3.344 2.058
H 0.999 -1.689 2.675

Forces on atoms 1 to 3 (eV/Å):
0.132 0.096 -0.622
0.298 0.093 -0.165
-0.166 -0.134 -0.148

highest occupied orbital energy	-9.3	eV
calculated total energy	-20796.7993	eV

Löwdin population analysis, charges in e, atoms 1 to 8: 0.801 0.212 -0.196 -0.232 -0.787 0.018 -0.112 -0.061


Below is a structure of composition C8H12AlCl2N2O3SY at a distorted geometry, with properties calculated with ωB97M-V/def2-TZVPD.

Cartesian coordinates (Å):
Y 4.376 2.592 -5.601
Cl 1.269 2.618 -1.625
Cl 3.505 0.324 -5.757
S -0.485 -0.630 -0.828
Al 1.344 0.556 -1.250
O 7.322 4.362 -6.346
O 6.332 2.485 -8.507
O 2.589 -0.125 1.667
N -1.745 0.345 1.420
N -1.437 -1.958 1.258
C 2.353 0.214 0.585
C -3.950 -1.692 1.325
C 6.365 3.905 -5.865
C -1.793 0.414 2.946
C -2.743 -2.385 1.885
C -1.227 -0.716 0.767
C -0.824 -0.496 3.638
C 5.546 2.413 -7.633
H -2.837 0.219 3.240
H -2.843 -3.480 1.781
H -1.579 1.446 3.266
H 0.173 -0.071 3.625
H -0.774 -1.480 3.190
H -1.446 1.207 0.968
H -2.596 -2.197 2.950
H -3.866 -0.602 1.397
H -4.082 -1.991 0.279
H -4.806 -2.070 1.890
H -1.116 -0.548 4.683
H -1.026 -2.660 0.652

Forces on atoms 1 to 3 (eV/Å):
-2.681 -1.807 0.869
0.604 -1.112 -0.296
0.733 1.540 0.226

highest occupied orbital energy	-20.8	eV
calculated total energy	-61090.7187	eV
net charge	+4

Löwdin population analysis, charges in e, atoms 1 to 8: 1.427 0.378 0.061 0.832 0.078 0.255 0.262 0.268


Below is a cluster of 2 separate species, C8H12BN3O5 in total, with properties calculated with ωB97M-V/def2-TZVPD.

Cartesian coordinates (Å):
O -2.419 -1.285 -3.597
O 1.830 2.563 -0.815
O -1.269 0.171 2.167
O -0.461 -0.837 -2.870
O 1.222 1.420 1.123
N -1.888 -0.681 -2.768
N -1.315 2.428 -2.457
N 2.669 -1.672 -0.972
C 1.375 0.498 -3.555
C -0.223 -0.410 4.221
C -0.611 1.523 -2.527
C 1.844 -0.871 -1.000
C -1.192 -0.616 3.087
C -2.063 -1.843 3.140
C 0.801 0.143 -1.051
C 0.290 0.352 -2.491
B 1.301 1.454 -0.238
H 0.328 1.194 1.421
H 2.282 -0.048 -3.304
H -0.042 -0.254 -0.477
H -2.678 -1.825 4.040
H -2.710 -1.869 2.266
H 1.627 1.537 -3.768
H 0.341 0.506 4.060
H 0.470 -1.250 4.276
H 0.989 0.072 -4.479
H -0.766 -0.334 5.164
H 1.902 2.513 -1.774
H -1.441 -2.739 3.152

Forces on atoms 1 to 3 (eV/Å):
0.139 -0.307 0.278
0.107 -0.290 -0.278
0.148 0.047 -0.235

highest occupied orbital energy	-10.5	eV
calculated total energy	-23873.8905	eV

Löwdin population analysis, charges in e, atoms 1 to 8: 0.116 0.216 0.056 -0.071 0.177 -0.001 0.222 0.187